Record 1
A cluster of 2 separate species, C5H11NO in total at a distorted geometry, computed with the ωB97M-V functional and the def2-TZVPD basis.

Output
Calculated total energy = -8899.351 eV
2S+1 = 1
HOMO-LUMO gap = 10.005 eV
Net charge = 0
SMILES = C/N=C\O.C=CC
HOMO level = -0.3400 hartree

Last column: natural (NBO) charge in e.
CARTESIAN COORDINATES (ANGSTROEM)
C -0.3690 -1.8425 1.0228  -0.4710
C -1.2037 0.3543 1.1526  0.4301
O -0.4728 0.7315 2.2202  -0.6790
N -1.2053 -0.7590 0.5440  -0.5173
H 0.2217 0.0833 2.3994  0.4843
H -1.9331 1.1049 0.8823  0.1666
H 0.6850 -1.6419 0.8161  0.1901
H -0.4823 -2.0345 2.0997  0.1871
H -0.6623 -2.7439 0.4851  0.2168
C 0.2932 -0.0776 -2.0035  -0.6838
C 0.3909 1.2536 -1.3795  -0.1542
C 1.2151 1.5550 -0.3785  -0.4280
H -0.4426 1.9140 -1.5854  0.1903
H 1.1985 -0.6650 -1.8673  0.2024
H 0.0830 -0.0048 -3.0698  0.2157
H -0.5179 -0.6268 -1.3664  0.2688
H 2.0285 0.8970 -0.1073  0.1813
H 1.1732 2.5024 0.1358  0.1998

Atoms 1-2, force components in eV/Å:
0.015 0.123 -0.049
-0.322 -1.064 -0.193

Record 2
An isolated molecule of C4H7NO2 at a distorted geometry, computed with the ωB97M-V functional and the def2-TZVPD basis.

Output
Calculated total energy = -9846.697 eV
2S+1 = 1
HOMO-LUMO gap = 11.063 eV
Net charge = 0
SMILES = CCC(=O)NC=O
HOMO level = -0.3800 hartree

Last column: natural (NBO) charge in e.
CARTESIAN COORDINATES (ANGSTROEM)
O -1.4189 0.4347 -1.3901  -0.5705
C -0.5351 0.4844 -0.5730  0.7028
N -0.4311 1.7024 0.1562  -0.6599
C 0.4310 1.9369 1.1939  0.5302
O 0.6251 2.9946 1.7338  -0.5566
C 0.4466 -0.6437 -0.3622  -0.5157
C -0.1854 -2.0519 -0.3423  -0.6016
H -0.9116 2.3994 -0.4029  0.4298
H 0.9392 1.0648 1.6193  0.1195
H 0.9662 -0.5645 0.5858  0.2171
H 1.0785 -0.5197 -1.2503  0.2492
H 0.1580 -2.5665 0.5400  0.2093
H -1.2713 -2.0610 -0.2724  0.2273
H 0.1088 -2.6098 -1.2358  0.2191

Atoms 1-2, force components in eV/Å:
0.068 -0.215 -0.301
-0.543 0.315 0.615

Record 3
A structure of composition C11H35CoN8O6 at a distorted geometry, computed with the ωB97M-V functional and the def2-TZVPD basis.

Output
Calculated total energy = -73804.387 eV
2S+1 = 4
HOMO-LUMO gap (spin up / spin down) = 8.788 / 7.788 eV
Expectation value of S² = 3.757
Net charge = +1
HOMO level (spin up / spin down) = -0.4422 / -0.4422 hartree

Last column: natural (NBO) charge in e.
CARTESIAN COORDINATES (ANGSTROEM)
Co 18.4496 -5.8683 22.9709  1.5575
O 17.1771 -6.5171 21.7140  -1.2458
H 16.7854 -7.3783 21.5623  0.4626
C 20.4414 -4.6431 19.1944  -0.6344
C 20.4428 -4.5089 20.7140  -0.0738
C 21.1489 -3.2841 21.2337  -0.0771
O 21.4528 -3.5038 22.6165  -0.5763
C 22.0363 -2.3788 23.2459  -0.2620
N 19.0430 -4.6243 21.2408  -0.9212
H 21.3823 -4.2671 18.7895  0.2310
H 19.7358 -3.9002 18.7984  0.2285
H 20.1372 -5.6303 18.8673  0.2326
H 21.0346 -5.3232 21.1505  0.1950
H 20.6199 -2.3384 21.0783  0.1872
H 22.1539 -3.2594 20.7999  0.2006
H 22.9774 -2.1199 22.7364  0.1897
H 22.1984 -2.6557 24.2785  0.2004
H 21.4797 -1.4469 23.0786  0.1801
H 18.6617 -3.6854 21.0936  0.4164
H 18.4935 -5.1976 20.6023  0.4151
C 19.6087 -2.8922 26.0919  -0.6318
C 18.7136 -3.7234 25.2039  -0.0692
C 17.7735 -3.0157 24.2722  -0.0746
O 17.0179 -3.9732 23.5983  -0.5860
C 15.8569 -3.3906 22.9980  -0.2587
N 19.5531 -4.6950 24.3952  -0.9569
H 19.0685 -2.2831 26.8126  0.2460
H 20.1979 -2.1909 25.4874  0.2148
H 20.3671 -3.5004 26.5874  0.2208
H 18.0429 -4.3124 25.8402  0.2055
H 18.3683 -2.3610 23.6105  0.1699
H 17.1047 -2.3180 24.7844  0.2018
H 15.2468 -2.8533 23.7230  0.1908
H 15.3069 -4.1958 22.5315  0.2130
H 16.1454 -2.7188 22.1867  0.1991
H 20.1084 -5.0407 25.1796  0.3972
H 20.2336 -4.2647 23.7410  0.4346
C 16.3285 -4.0295 18.8634  0.7870
O 17.0328 -3.2233 19.5006  -0.7242
N 15.7240 -3.7017 17.6716  -0.8321
N 15.9992 -5.2762 19.3594  -0.8770
H 15.7785 -2.7515 17.3585  0.4146
H 15.0238 -4.2941 17.2721  0.3948
H 16.4145 -5.5680 20.2443  0.4255
H 15.5791 -5.9569 18.7538  0.3972
C 13.3240 -7.3869 22.8770  0.7752
O 12.1180 -7.5044 22.6840  -0.6312
N 14.1968 -7.0422 21.8532  -0.8959
N 13.8928 -7.5102 24.1303  -0.8506
H 15.1883 -6.8643 21.9408  0.3932
H 13.7513 -6.6969 21.0190  0.4084
H 14.8785 -7.4579 24.2883  0.3795
H 13.3040 -7.8217 24.8800  0.4154
C 16.3820 -9.9308 19.1012  0.7774
O 17.4757 -10.2563 18.6757  -0.6358
N 15.2276 -10.6373 18.8493  -0.8425
N 16.1914 -8.7719 19.8384  -0.8843
H 14.3939 -10.4386 19.3706  0.3863
H 15.2671 -11.5314 18.4000  0.4149
H 15.2916 -8.5135 20.2036  0.3935
H 16.9778 -8.2570 20.1689  0.3883

Atoms 1-2, force components in eV/Å:
-0.518 1.754 -0.742
0.219 -0.005 0.675

Record 4
An isolated molecule of C6H11N at a distorted geometry, computed with the ωB97M-V functional and the def2-TZVPD basis.

Output
Calculated total energy = -7888.128 eV
2S+1 = 1
HOMO-LUMO gap = 9.897 eV
Net charge = 0
SMILES = [H]/N=C\C[C@@H](C)C=C
HOMO level = -0.3307 hartree

Last column: natural (NBO) charge in e.
CARTESIAN COORDINATES (ANGSTROEM)
C 1.6441 0.3550 -0.8944  -0.6090
C 0.6757 0.6778 0.2320  -0.2392
C 0.5191 -0.4330 1.2612  -0.4758
H 0.9988 1.5972 0.7306  0.2108
H 1.3280 -0.5125 -1.4811  0.2033
H 2.6323 0.1113 -0.4871  0.2101
H 1.7474 1.2069 -1.5741  0.2201
H 0.1455 -0.0385 2.2103  0.2130
H 1.4448 -0.9931 1.4196  0.2233
C -0.5419 -1.3619 0.6679  0.1705
C -0.8244 0.9715 -0.2802  -0.1855
C -1.4175 0.5996 -1.4250  -0.3886
N -1.5285 -1.8243 1.3848  -0.6433
H -1.9483 -1.0978 1.9721  0.3342
H -0.2093 -1.9213 -0.2209  0.1616
H -1.2460 1.8345 0.2348  0.1958
H -2.2820 1.1374 -1.8017  0.2067
H -1.1378 -0.3086 -1.9487  0.1919

Atoms 1-2, force components in eV/Å:
0.075 -0.110 -0.107
-1.832 0.331 -0.444

Record 5
An isolated molecule of C4H6ClN3O2S at a distorted geometry, computed with the ωB97M-V functional and the def2-TZVPD basis.

Output
Calculated total energy = -36160.084 eV
2S+1 = 1
HOMO-LUMO gap (spin up / spin down) = 6.669 / 7.402 eV
Net charge = 0
HOMO level (spin up / spin down) = -0.3280 / -0.3293 hartree

Last column: natural (NBO) charge in e.
CARTESIAN COORDINATES (ANGSTROEM)
C 0.6133 1.2102 -1.1573  -0.0716
C -0.4997 1.6552 -0.6572  -0.2189
C 0.3450 -0.0349 1.3467  0.0817
C 2.3857 -1.2447 0.6628  -0.3962
N 1.5139 0.3625 -0.7052  -0.3257
N 1.2854 -0.2382 0.4592  -0.2076
N -2.0955 -0.4433 -0.8902  -1.0701
O -2.3600 1.0892 1.1020  -0.9017
O -2.9893 2.0061 -1.0615  -0.8987
S -2.0807 1.1664 -0.2898  2.2278
Cl 0.0239 -0.9957 2.6941  0.0752
H 0.8445 1.6963 -2.2256  0.2636
H 3.2935 -0.9822 0.2136  0.2360
H 2.4334 -1.3612 1.6949  0.2043
H 1.8908 -2.0839 0.2574  0.2121
H -1.6135 -1.0967 -0.2741  0.3935
H -2.9907 -0.7052 -1.1698  0.3961

Atoms 1-2, force components in eV/Å:
2.132 -0.082 -3.557
-1.903 0.541 3.279

Record 6
The ion C4H5O4S with charge -1 at a distorted geometry, computed with the ωB97M-V functional and the def2-TZVPD basis.

Output
Calculated total energy = -23254.532 eV
2S+1 = 1
HOMO-LUMO gap = 8.977 eV
Net charge = -1
SMILES = O=CC1(S(=O)(=O)[O-])CC1
HOMO level = -0.1908 hartree

Last column: natural (NBO) charge in e.
CARTESIAN COORDINATES (ANGSTROEM)
C -0.2461 1.6101 -0.5776  0.4427
C -1.0678 -0.9511 -0.3360  -0.3967
C -0.9266 -0.3489 1.0956  -0.3843
C -0.1210 0.2496 -0.0690  -0.4506
O 1.6192 -1.8157 -0.0452  -1.0188
O -1.1151 2.3438 -0.1495  -0.5762
O 2.1983 0.1150 -1.3967  -1.0272
O 2.1980 0.3255 1.1167  -1.0099
S 1.6445 -0.3435 -0.0766  2.3667
H 0.5360 2.0497 -1.4224  0.1527
H -0.5841 -1.9384 -0.7082  0.2703
H -2.0498 -0.6817 -0.7399  0.1982
H -1.6957 0.2267 1.4950  0.2096
H -0.3896 -0.8412 1.8139  0.2235

Atoms 1-2, force components in eV/Å:
0.278 1.914 -1.269
0.117 0.326 0.439

The following energy above the lowest of the compared OMol25 structures with the same formula, charge and spin values (in kcal/mol) correspond, in order, to the records above: 54.1 13.4 4.4 55.4 146.0 42.3.